No. 1
C46H59N4S4SbSi2Ti as an isolated structure. Source: the Open Molecules 2025 dataset; level of theory: wB97M-V/def2-TZVPD.

XYZ file:
```
117
Properties=species:S:1:pos:R:3:forces:R:3
Ti -0.548 -0.258 0.639 0.37 0.41 -0.26
C 4.368 2.040 5.594 0.01 0.02 -0.01
C 3.356 0.915 5.774 0.01 -0.04 -0.02
S 2.210 0.758 4.372 0.07 0.01 0.02
C 2.528 -0.929 3.814 -0.02 0.06 -0.11
C 3.874 -1.132 3.132 -0.08 0.00 0.01
S 4.035 -0.185 1.591 0.14 -0.05 -0.08
C 5.449 0.908 1.873 -0.01 0.01 0.15
C 5.227 2.061 2.853 -0.07 -0.02 0.03
S 5.787 1.647 4.539 0.01 -0.01 0.00
H 4.809 2.296 6.560 0.00 -0.02 -0.01
H 3.888 2.942 5.215 -0.01 0.02 0.02
H 2.769 1.098 6.677 -0.03 0.02 -0.01
H 3.876 -0.034 5.909 -0.01 -0.02 0.03
H 1.700 -1.154 3.131 0.06 0.01 0.06
H 2.441 -1.607 4.666 -0.01 -0.02 -0.01
H 3.997 -2.185 2.872 -0.01 0.01 0.02
H 4.696 -0.841 3.786 0.01 -0.01 -0.03
H 5.673 1.306 0.880 -0.02 0.00 -0.03
H 6.312 0.308 2.168 0.01 0.01 -0.03
H 4.169 2.318 2.901 0.02 0.02 -0.02
H 5.790 2.936 2.525 0.02 0.00 0.00
C 3.121 -3.332 -0.321 -0.05 0.08 -0.01
Si 1.838 -2.181 -1.083 -0.13 0.00 -0.02
C 2.766 -0.663 -1.714 -0.10 -0.05 0.04
C 1.169 -2.948 -2.670 0.05 0.06 0.02
N 0.595 -1.780 0.068 0.26 -0.52 0.04
C 0.070 -2.841 0.856 0.13 0.01 -0.01
C 0.157 -4.184 0.489 -0.04 -0.02 0.00
C -0.332 -5.202 1.295 -0.02 -0.01 0.02
C -0.938 -4.885 2.498 0.01 -0.05 -0.02
C -1.066 -3.557 2.873 0.02 -0.01 -0.04
C -0.591 -2.511 2.075 0.03 0.02 0.10
N -0.726 -1.158 2.395 0.04 -0.20 0.32
Si -1.569 -0.657 3.835 0.05 -0.10 0.08
C -1.605 1.206 3.995 0.07 -0.05 -0.09
C -3.373 -1.197 3.854 0.10 0.03 -0.05
C -0.721 -1.346 5.382 -0.06 0.02 -0.08
H 3.181 -4.282 -0.851 0.01 -0.08 -0.04
H 2.876 -3.556 0.717 -0.02 0.01 0.06
H 4.106 -2.867 -0.342 0.08 0.03 -0.01
H 3.260 -0.965 -2.639 0.09 -0.02 -0.07
H 3.541 -0.347 -1.023 0.11 0.02 0.12
H 2.119 0.180 -1.950 -0.04 0.02 0.02
H 2.011 -3.260 -3.292 0.07 -0.04 -0.06
H 0.586 -2.231 -3.253 0.01 0.03 -0.03
H 0.532 -3.817 -2.513 -0.03 -0.07 0.02
H 0.630 -4.450 -0.446 0.02 -0.02 -0.05
H -0.232 -6.231 0.980 0.00 -0.06 -0.02
H -1.319 -5.664 3.144 -0.02 -0.03 0.03
H -1.549 -3.324 3.810 -0.04 0.00 0.08
H -2.097 1.698 3.156 -0.04 0.01 -0.04
H -0.614 1.638 4.126 0.04 0.02 0.01
H -2.186 1.424 4.893 -0.06 0.04 0.09
H -3.992 -0.494 3.297 -0.03 0.06 -0.06
H -3.730 -1.218 4.885 -0.07 0.02 0.11
H -3.533 -2.183 3.423 0.01 -0.09 -0.02
H 0.170 -1.919 5.134 0.06 -0.05 -0.05
H -1.385 -2.002 5.943 -0.07 -0.06 0.06
H -0.418 -0.533 6.040 0.03 0.08 0.06
S 0.424 1.827 1.455 0.09 0.48 0.13
C 1.184 2.701 0.197 0.74 -0.15 -0.25
N 2.363 2.209 -0.298 -0.29 0.49 -0.16
C 3.115 2.803 -1.263 -0.50 -0.09 0.39
C 2.719 4.002 -1.780 -0.17 -0.09 0.20
C 1.530 4.573 -1.284 -0.07 -0.16 0.01
C 0.772 3.942 -0.324 0.19 -0.04 -0.17
H 2.671 1.332 0.121 0.05 -0.10 0.04
H 3.996 2.268 -1.580 0.03 -0.05 0.03
H 3.307 4.481 -2.546 -0.01 0.03 -0.03
H 1.190 5.517 -1.686 -0.01 0.06 0.00
H -0.154 4.362 0.040 0.01 0.02 -0.02
C 0.717 0.682 -7.091 0.01 0.01 -0.02
C 1.547 0.225 -6.083 -0.01 -0.01 -0.02
C 1.120 0.260 -4.761 0.12 -0.10 0.10
C -0.140 0.740 -4.427 0.11 0.18 0.20
C -0.960 1.207 -5.450 -0.09 0.01 -0.01
C -0.540 1.176 -6.769 0.01 0.00 -0.05
Sb -0.859 0.711 -2.380 -0.32 -0.25 -0.47
C -2.070 2.452 -2.674 0.06 -0.01 -0.02
C -1.472 3.562 -3.268 0.03 0.02 0.03
C -2.183 4.735 -3.464 -0.03 0.05 -0.01
C -3.510 4.815 -3.066 0.00 -0.01 0.00
C -4.118 3.714 -2.485 -0.02 0.01 0.01
C -3.403 2.538 -2.292 -0.06 -0.09 0.01
C -2.292 -0.812 -2.840 0.05 0.03 -0.02
C -2.059 -2.093 -2.353 0.13 -0.03 0.18
C -2.900 -3.144 -2.688 -0.03 -0.01 0.01
C -3.995 -2.921 -3.507 0.00 0.00 0.00
C -4.239 -1.645 -3.994 -0.02 0.00 -0.02
C -3.387 -0.600 -3.670 -0.02 0.01 0.05
H 1.044 0.655 -8.121 0.01 0.00 -0.04
H 2.528 -0.165 -6.319 0.05 -0.02 -0.02
H 1.785 -0.113 -3.993 -0.06 0.03 -0.06
H -1.941 1.608 -5.227 -0.03 0.00 0.02
H -1.197 1.537 -7.549 -0.03 0.02 -0.04
H -0.449 3.503 -3.618 0.10 0.01 0.01
H -1.709 5.582 -3.943 0.03 0.03 0.00
H -4.069 5.728 -3.218 -0.03 0.05 -0.01
H -5.156 3.763 -2.182 -0.03 0.00 0.01
H -3.897 1.690 -1.837 0.01 0.02 -0.08
H -1.218 -2.281 -1.688 -0.13 0.03 -0.08
H -2.703 -4.132 -2.293 0.01 -0.04 0.01
H -4.658 -3.736 -3.764 -0.02 -0.03 -0.01
H -5.094 -1.462 -4.632 -0.02 0.00 -0.01
H -3.596 0.384 -4.067 0.00 0.11 -0.02
C -5.303 0.146 0.677 0.06 0.01 -0.02
C -4.700 -1.113 0.528 -0.01 -0.08 0.03
C -3.348 -1.236 0.400 0.10 0.02 -0.11
N -2.495 -0.141 0.350 -0.80 0.20 -0.11
C -3.101 1.096 0.514 0.07 -0.01 0.15
C -4.445 1.255 0.691 -0.02 -0.01 0.02
H -6.370 0.253 0.788 -0.06 0.00 0.01
H -5.295 -2.015 0.545 -0.02 -0.04 -0.01
H -2.877 -2.211 0.337 -0.02 0.09 -0.02
H -2.436 1.955 0.482 -0.07 -0.08 0.03
H -4.833 2.258 0.812 -0.02 0.05 0.01
```
Positions in Å, forces in eV/Å.

Summary:
HOMO (spin up / spin down) = -4.71 / -6.56 eV
<S²> = 2.03
energy relative to the best compared isomer or geometry (same formula, charge and spin) = 0.0 kJ/mol
molar mass = 1022.1 u
spin multiplicity = 3
Kohn-Sham gap (spin up / spin down) = 3.93 / 5.80 eV

Results of the Löwdin charge analysis, in e, for atoms 1 through 99:
1 Ti 0.5305
2 C -0.5553
3 C -0.5208
4 S 0.8538
5 C -0.5302
6 C -0.4900
7 S 0.8763
8 C -0.5377
9 C -0.5325
10 S 0.8653
11 H 0.0667
12 H 0.0729
13 H 0.0707
14 H 0.0732
15 H 0.0474
16 H 0.0807
17 H 0.0735
18 H 0.0473
19 H 0.0619
20 H 0.0686
21 H 0.0458
22 H 0.0643
23 C -0.1614
24 Si 0.3862
25 C -0.2031
26 C -0.1683
27 N -0.1963
28 C -0.3326
29 C -0.0780
30 C -0.1082
31 C -0.1054
32 C -0.0589
33 C -0.3339
34 N -0.1933
35 Si 0.3948
36 C -0.2009
37 C -0.1578
38 C -0.1698
39 H 0.0322
40 H 0.0265
41 H 0.0185
42 H 0.0384
43 H -0.0319
44 H -0.0321
45 H 0.0377
46 H 0.0104
47 H 0.0250
48 H 0.0755
49 H 0.0939
50 H 0.0958
51 H 0.0788
52 H 0.0059
53 H -0.0263
54 H 0.0374
55 H 0.0190
56 H 0.0303
57 H 0.0244
58 H 0.0100
59 H 0.0264
60 H 0.0210
61 S 0.6908
62 C -0.6751
63 N 0.0647
64 C -0.0537
65 C -0.0422
66 C -0.0366
67 C -0.0649
68 H 0.0458
69 H 0.1325
70 H 0.1110
71 H 0.1171
72 H 0.1186
73 C -0.0914
74 C -0.0863
75 C -0.1348
76 C -0.3483
77 C -0.1316
78 C -0.0809
79 Sb 1.5502
80 C -0.3822
81 C -0.1618
82 C -0.0914
83 C -0.0894
84 C -0.0739
85 C -0.1316
86 C -0.3571
87 C -0.1671
88 C -0.0748
89 C -0.0844
90 C -0.0809
91 C -0.1192
92 H 0.1007
93 H 0.1015
94 H 0.0528
95 H 0.0905
96 H 0.1030
97 H 0.0921
98 H 0.1006
99 H 0.1006


No. 2
C50H49N5O3P2RuSSe2 as an isolated structure. Source: the Open Molecules 2025 dataset; level of theory: wB97M-V/def2-TZVPD.

XYZ file:
```
113
Properties=species:S:1:pos:R:3:forces:R:3
Ru -0.420 0.186 0.551 -0.26 0.82 0.10
Se -2.435 -5.733 -1.798 -0.05 0.02 -0.02
P -2.514 -4.025 -3.025 -0.02 0.03 0.02
C -4.201 -3.680 -3.606 0.06 -0.02 -0.01
C -4.972 -2.692 -3.008 0.03 0.04 0.03
C -6.309 -2.551 -3.351 -0.02 0.07 -0.03
C -6.879 -3.383 -4.299 -0.04 0.05 -0.01
C -6.112 -4.370 -4.903 0.00 -0.04 -0.02
C -4.783 -4.525 -4.551 0.07 -0.07 0.00
C -1.522 -4.283 -4.525 0.02 0.04 0.02
C -0.397 -5.100 -4.443 0.01 0.02 0.03
C 0.362 -5.352 -5.571 0.05 0.02 -0.01
C 0.006 -4.793 -6.792 0.05 0.01 -0.01
C -1.117 -3.987 -6.880 0.00 0.02 -0.02
C -1.884 -3.741 -5.751 -0.02 0.07 0.01
C -1.962 -2.515 -2.172 -0.03 0.11 0.01
C -1.411 -1.233 -2.421 0.09 -0.06 0.24
N -1.252 -0.681 -1.200 0.03 -0.36 -0.21
N -1.693 -1.537 -0.290 0.27 0.45 -0.14
N -2.110 -2.632 -0.833 -0.04 -0.18 0.03
P -1.049 -0.176 -3.848 0.04 -0.13 -0.01
Se -0.431 1.769 -3.378 -0.03 0.07 -0.10
C -2.622 -0.116 -4.751 0.01 -0.01 -0.08
C -3.656 0.554 -4.099 0.00 0.02 0.11
C -4.872 0.740 -4.726 -0.12 -0.07 0.05
C -5.076 0.247 -6.009 0.01 -0.02 -0.05
C -4.049 -0.409 -6.666 -0.05 0.01 -0.03
C -2.820 -0.583 -6.043 0.09 -0.05 -0.01
C 0.238 -0.991 -4.824 0.00 -0.05 0.10
C 1.067 -1.929 -4.219 -0.10 -0.07 0.02
C 2.213 -2.364 -4.869 0.00 -0.04 -0.06
C 2.530 -1.873 -6.125 0.00 -0.07 0.03
C 1.703 -0.938 -6.733 0.00 0.01 -0.04
C 0.572 -0.486 -6.080 -0.06 0.11 -0.06
H -4.538 -2.049 -2.254 0.04 0.03 0.01
H -6.903 -1.784 -2.872 -0.02 0.02 0.01
H -7.922 -3.268 -4.566 0.00 0.00 0.00
H -6.556 -5.031 -5.637 0.01 0.00 -0.01
H -4.197 -5.321 -4.993 0.01 0.01 0.00
H -0.144 -5.553 -3.492 0.00 0.00 0.01
H 1.236 -5.986 -5.500 0.01 -0.01 0.00
H 0.602 -4.991 -7.673 0.01 0.01 -0.01
H -1.401 -3.552 -7.830 -0.01 0.00 -0.02
H -2.775 -3.136 -5.826 -0.02 0.02 -0.01
H -3.491 0.950 -3.102 0.00 -0.01 -0.04
H -5.668 1.261 -4.211 0.00 0.00 0.00
H -6.034 0.379 -6.494 -0.01 0.01 -0.02
H -4.197 -0.785 -7.671 -0.01 -0.01 -0.01
H -2.021 -1.088 -6.569 0.03 0.02 0.02
H 0.833 -2.304 -3.230 0.02 0.00 0.04
H 2.857 -3.085 -4.385 0.03 -0.01 0.02
H 3.428 -2.210 -6.627 0.02 -0.01 -0.01
H 1.956 -0.540 -7.708 0.00 0.01 -0.01
H -0.027 0.300 -6.526 -0.02 -0.02 0.02
S 1.460 -1.157 0.571 0.06 -0.13 -0.02
C 0.899 -2.466 1.641 0.00 -0.02 -0.11
C 0.376 -3.640 1.099 0.00 0.04 -0.01
C -0.066 -4.665 1.919 -0.04 -0.03 0.04
C 0.009 -4.531 3.299 0.01 -0.02 -0.02
C 0.541 -3.373 3.849 -0.03 -0.06 0.05
C 0.988 -2.350 3.028 0.03 0.10 -0.01
H 0.289 -3.733 0.024 0.01 -0.01 -0.01
H -0.496 -5.554 1.476 0.00 -0.01 -0.01
H -0.352 -5.323 3.943 0.00 -0.01 0.01
H 0.596 -3.258 4.924 0.01 0.00 0.02
H 1.387 -1.440 3.453 0.00 0.01 -0.01
C 4.074 0.063 -2.582 0.03 0.01 -0.06
C 3.640 1.043 -1.529 0.07 0.04 0.01
C 4.543 1.904 -0.913 -0.06 0.00 0.03
C 4.114 2.786 0.072 0.04 -0.04 -0.05
C 5.078 3.740 0.726 0.05 0.00 0.01
C 2.778 2.793 0.450 -0.09 -0.03 0.05
C 1.850 1.937 -0.150 -0.05 -0.09 -0.30
C 2.310 1.085 -1.155 -0.01 0.04 -0.06
N 0.481 1.870 0.166 0.08 -0.53 0.70
C -0.298 3.097 0.410 -0.14 -0.08 -0.46
C -0.273 3.625 1.858 -0.02 -0.14 -0.02
C -1.202 4.835 1.993 -0.02 0.06 0.05
C -0.749 5.944 1.039 0.04 0.01 0.00
C -0.811 5.433 -0.403 -0.03 0.06 -0.01
C -2.250 5.035 -0.739 0.03 -0.03 -0.04
C -2.692 3.922 0.212 -0.09 -0.03 0.04
C -2.636 4.423 1.655 -0.05 0.01 0.02
C -1.752 2.728 0.048 -0.04 -0.03 0.02
C 0.112 4.223 -0.559 0.01 0.01 0.01
H 5.097 0.255 -2.911 0.01 0.00 0.01
H 3.418 0.114 -3.454 -0.01 -0.01 0.00
H 4.024 -0.957 -2.194 -0.01 -0.01 0.00
H 5.590 1.885 -1.198 0.02 0.00 -0.02
H 6.110 3.456 0.519 0.02 0.00 0.00
H 4.944 3.759 1.808 -0.01 0.00 0.01
H 4.934 4.760 0.360 -0.01 0.01 -0.01
H 2.481 3.463 1.243 -0.10 0.02 0.07
H 1.593 0.450 -1.663 0.05 0.06 0.07
H 0.736 3.908 2.155 0.11 0.02 -0.05
H -0.585 2.833 2.540 0.00 -0.07 0.00
H -1.159 5.199 3.025 0.00 -0.01 -0.02
H 0.274 6.248 1.283 0.01 0.00 -0.01
H -1.386 6.827 1.152 -0.02 0.00 0.01
H -0.480 6.222 -1.087 0.00 -0.02 0.01
H -2.305 4.683 -1.774 0.00 0.00 -0.01
H -2.915 5.900 -0.647 -0.01 0.01 0.02
H -3.711 3.606 -0.033 0.01 0.02 0.01
H -2.969 3.637 2.339 0.00 -0.01 0.00
H -3.313 5.275 1.781 0.00 0.02 0.01
H -1.765 2.375 -0.988 0.00 0.01 0.07
H -2.116 1.912 0.692 0.01 -0.06 0.09
H 1.144 4.530 -0.387 0.03 -0.02 0.04
H 0.058 3.835 -1.581 0.04 0.02 0.06
O -2.417 0.055 2.297 -0.04 0.10 0.13
N -1.493 0.221 3.102 0.18 0.16 -0.16
O -1.623 0.255 4.303 -0.07 -0.02 0.19
O -0.294 0.383 2.611 -0.01 -0.09 -0.27
```
Positions in Å, forces in eV/Å.

Summary:
HOMO (spin up / spin down) = -4.74 / -4.65 eV
<S²> = 0.76
energy relative to the best compared isomer or geometry (same formula, charge and spin) = 23.3 kJ/mol
molar mass = 1121.0 u
spin multiplicity = 2
total charge = -1
Kohn-Sham gap (spin up / spin down) = 6.82 / 6.73 eV

Results of the Löwdin charge analysis, in e, for atoms 1 through 99:
1 Ru 1.0663
2 Se 0.2755
3 P 0.5246
4 C -0.3511
5 C -0.0744
6 C -0.0809
7 C -0.0896
8 C -0.0824
9 C -0.0997
10 C -0.3518
11 C -0.1158
12 C -0.0824
13 C -0.0842
14 C -0.0780
15 C -0.1044
16 C -0.3984
17 C -0.3757
18 N -0.1314
19 N -0.1039
20 N 0.0035
21 P 0.5529
22 Se 0.4373
23 C -0.3425
24 C -0.1094
25 C -0.0794
26 C -0.0846
27 C -0.0782
28 C -0.1009
29 C -0.3549
30 C -0.0817
31 C -0.0842
32 C -0.0846
33 C -0.0802
34 C -0.1100
35 H 0.1049
36 H 0.1043
37 H 0.0990
38 H 0.1008
39 H 0.1108
40 H 0.0646
41 H 0.1049
42 H 0.1019
43 H 0.1042
44 H 0.0844
45 H 0.0998
46 H 0.1060
47 H 0.1008
48 H 0.1028
49 H 0.0844
50 H 0.1073
51 H 0.1110
52 H 0.1013
53 H 0.1015
54 H 0.1056
55 S 0.6547
56 C -0.6398
57 C -0.1433
58 C -0.0934
59 C -0.1069
60 C -0.0981
61 C -0.1328
62 H 0.0778
63 H 0.0915
64 H 0.0911
65 H 0.0959
66 H 0.0942
67 C -0.0460
68 C -0.2693
69 C -0.0235
70 C -0.2735
71 C -0.0619
72 C 0.0024
73 C -0.3035
74 C -0.1301
75 N -0.0952
76 C -0.4338
77 C -0.0692
78 C -0.2863
79 C -0.1231
80 C -0.2855
81 C -0.1203
82 C -0.2824
83 C -0.1177
84 C -0.1250
85 C -0.0882
86 H 0.0697
87 H 0.0697
88 H 0.0804
89 H 0.1054
90 H 0.0670
91 H 0.0747
92 H 0.0755
93 H 0.1012
94 H 0.0404
95 H 0.1079
96 H 0.1112
97 H 0.1372
98 H 0.1177
99 H 0.1144


No. 3
C12H20F3N6O5PdS2 as an isolated structure at a distorted geometry. Source: the Open Molecules 2025 dataset; level of theory: wB97M-V/def2-TZVPD.

XYZ file:
```
49
Properties=species:S:1:pos:R:3:forces:R:3
Pd 0.154 0.603 -0.140 -2.94 -0.68 0.60
F 1.559 1.029 -2.240 0.51 0.12 -0.30
C 2.590 1.498 -1.494 -0.05 0.09 -0.15
F 3.616 1.703 -2.303 -0.03 -0.27 0.32
F 2.192 2.694 -1.019 0.31 0.20 0.02
S 2.897 0.290 -0.064 1.42 0.39 -1.24
O 4.304 0.173 0.062 0.36 0.00 0.06
O 2.250 0.993 1.062 -0.36 0.37 0.19
O 2.149 -0.853 -0.518 -0.08 -0.30 -0.24
C -3.908 -1.444 -0.974 0.44 -0.56 -0.60
C -2.451 -0.916 -1.015 0.05 -0.27 -0.11
N -2.327 0.215 -0.109 0.91 0.06 -0.08
C -2.652 -0.187 1.250 0.09 -0.20 0.41
C -4.117 -0.662 1.322 0.30 -0.03 0.83
N -4.684 -0.585 -0.046 -0.70 -0.21 0.03
C -4.668 0.820 -0.514 0.02 0.84 -0.27
C -3.196 1.296 -0.527 0.06 0.35 -0.20
H -3.954 -2.473 -0.616 -0.10 0.10 0.08
H -4.381 -1.404 -1.957 -0.08 0.05 0.12
H -2.180 -0.588 -2.021 -0.08 -0.06 0.09
H -1.735 -1.683 -0.703 -0.22 0.09 -0.06
H -2.456 0.656 1.916 -0.08 -0.09 -0.04
H -1.956 -0.984 1.528 -0.35 0.20 0.02
H -4.714 -0.036 1.986 -0.10 -0.03 -0.16
H -4.184 -1.692 1.673 -0.10 0.02 -0.14
H -5.653 -0.914 -0.021 0.17 0.04 -0.03
H -5.276 1.424 0.161 -0.03 -0.18 0.01
H -5.114 0.865 -1.508 -0.03 -0.15 0.06
H -3.048 2.133 0.156 -0.03 -0.02 -0.03
H -2.892 1.625 -1.520 -0.07 -0.01 0.08
O -0.036 0.680 2.843 1.11 -0.01 0.29
S 0.808 -0.394 2.257 -1.96 -0.56 1.26
N 0.062 -1.008 1.100 1.39 0.14 -0.72
C -0.047 4.861 -2.295 0.05 -0.06 -0.61
N -0.119 4.579 -0.880 -0.13 -0.43 0.12
C 0.188 5.507 0.054 0.10 -0.03 0.59
C 0.289 5.184 1.365 0.05 0.08 -0.20
C 0.078 3.817 1.725 -0.12 0.21 -0.28
N -0.289 2.934 0.797 -0.05 -0.18 -0.02
C -0.346 3.269 -0.496 -0.22 0.79 0.43
O -0.619 2.412 -1.357 0.43 -0.38 -0.36
N 0.186 3.378 2.969 0.05 -0.10 0.10
H -0.176 5.926 -2.473 -0.04 -0.02 0.06
H -0.820 4.287 -2.804 0.07 0.19 -0.02
H 0.923 4.542 -2.683 -0.07 0.04 -0.03
H 0.351 6.510 -0.309 0.02 0.05 -0.03
H 0.535 5.926 2.104 0.03 0.11 0.06
H 0.578 3.962 3.686 -0.04 0.01 -0.02
H 0.118 2.361 3.097 0.10 0.30 0.14
```
Positions in Å, forces in eV/Å.

Summary:
HOMO (spin up / spin down) = -11.39 / -11.65 eV
energy relative to the best compared isomer or geometry (same formula, charge and spin) = 359.0 kJ/mol
molar mass = 555.9 u
spin multiplicity = 1
total charge = +1
Kohn-Sham gap (spin up / spin down) = 6.94 / 7.42 eV

Atom-resolved charges from natural (NBO), all expressed in e:
1 Pd 1.0178
2 F -0.3312
3 C 0.6942
4 F -0.2906
5 F -0.3368
6 S 2.3262
7 O -0.8970
8 O -0.9929
9 O -0.9451
10 C -0.2547
11 C -0.2617
12 N -0.4191
13 C -0.2812
14 C -0.2550
15 N -0.3317
16 C -0.2531
17 C -0.2536
18 H 0.2380
19 H 0.2342
20 H 0.2346
21 H 0.2596
22 H 0.2517
23 H 0.2748
24 H 0.2325
25 H 0.2354
26 H 0.4474
27 H 0.2345
28 H 0.2336
29 H 0.2368
30 H 0.2504
31 O -0.9579
32 S 1.5382
33 N -0.9696
34 C -0.4070
35 N -0.3992
36 C 0.1157
37 C -0.3592
38 C 0.4799
39 N -0.6298
40 C 0.7692
41 O -0.7358
42 N -0.7438
43 H 0.2157
44 H 0.2351
45 H 0.2239
46 H 0.2290
47 H 0.2410
48 H 0.4047
49 H 0.4520